The following is a quantum chemistry calculation of a single H3NOSSi molecule in a non-equilibrium geometry, from OMol25.

```
7
Properties=species:S:1:pos:R:3:forces:R:3:lowdin_charge:R:1
N 0.586933 -0.169256 0.135195 2.97 -0.49 0.28 -0.534
O 3.068502 -0.380923 0.205857 1.47 -1.03 0.46 -0.473
Si -1.074869 -0.060943 -0.034805 -0.02 2.91 2.14 0.468
S 1.944321 0.399732 -0.148223 -2.78 0.57 -0.18 0.813
H -1.726601 -1.146999 -0.503341 -1.17 -2.61 -0.97 -0.125
H -1.125762 1.004179 -0.973735 -0.84 0.96 -0.87 -0.093
H -1.672527 0.354208 1.319049 0.38 -0.30 -0.86 -0.055
```
Forces are in eV/Å.

Its energy relative to the best compared isomer or geometry (same formula, charge and spin) is 5.4 kcal per mole. As for the total energy: -22297.7901 eV. As for the HOMO energy: -10.362 eV. The value obtained for the max |F| is 3.61 eV/A.